No. 1
C51H116N4O9 | ωB97M-V/def2-TZVPD

Structure (ORCA input):
```
! wB97M-V def2-TZVPD RIJCOSX def2/J DEFGRID3
* xyz -1 2
C 3.869 3.730 3.531
C 3.464 2.950 2.308
C 1.943 2.551 2.387
O 3.680 3.735 1.152
H 3.892 3.105 4.424
H 3.100 4.495 3.634
H 4.882 4.130 3.490
H 4.091 2.063 2.217
H 1.794 1.803 3.166
H 1.597 2.057 1.479
H 1.295 3.407 2.575
H 3.821 3.144 0.409
C -4.577 -1.344 5.883
C -4.535 -0.012 5.151
C -3.525 -0.025 3.983
O -5.768 0.189 4.493
H -4.625 -2.186 5.192
H -5.470 -1.332 6.507
H -3.736 -1.701 6.478
H -4.290 0.809 5.825
H -3.561 0.928 3.454
H -3.788 -0.816 3.280
H -2.506 -0.256 4.291
H -6.129 0.927 4.991
C -1.434 -3.173 3.374
C -1.439 -3.432 4.895
C -2.454 -4.550 5.283
O -0.165 -3.898 5.328
H -0.880 -2.247 3.221
H -2.446 -3.024 2.998
H -1.083 -3.975 2.725
H -1.779 -2.577 5.479
H -2.209 -5.430 4.689
H -3.502 -4.368 5.044
H -2.542 -4.902 6.311
H 0.004 -4.637 4.739
C 2.205 2.207 -4.611
C 1.095 1.451 -3.836
C 0.710 0.143 -4.512
O 1.591 1.081 -2.613
H 2.325 3.238 -4.279
H 2.169 2.275 -5.699
H 3.166 1.730 -4.419
H 0.188 2.055 -3.817
H -0.275 -0.230 -4.231
H 1.459 -0.626 -4.325
H 0.687 0.241 -5.598
H 0.884 0.594 -2.183
C -0.659 0.601 1.115
C -0.151 -0.165 -0.027
C -0.486 -1.666 0.015
O -0.611 0.358 -1.242
H -0.035 0.427 1.992
H -1.739 0.547 1.257
H -0.539 1.673 0.959
H 0.935 -0.112 -0.108
H -0.060 -2.192 0.870
H -0.113 -2.128 -0.900
H -1.559 -1.856 0.012
H -1.543 0.480 -1.047
C 4.034 6.158 -1.192
C 2.966 7.215 -0.814
C 2.417 7.733 -2.156
C 1.238 6.910 -2.709
C 0.142 6.838 -1.619
C 0.675 6.084 -0.368
N 1.958 6.649 0.092
O 2.502 6.175 1.294
C -0.461 6.316 0.627
C 0.745 4.580 -0.658
C 3.764 8.294 -0.027
H 4.683 6.549 -1.976
H 3.578 5.296 -1.679
H 4.565 5.825 -0.300
H 1.981 8.731 -2.109
H 3.213 7.809 -2.896
H 1.572 6.000 -3.208
H 0.686 7.469 -3.464
H -0.657 6.244 -2.063
H -0.154 7.870 -1.433
H -0.365 5.732 1.543
H -0.604 7.344 0.961
H -1.421 6.028 0.199
H -0.203 4.215 -1.056
H 1.555 4.273 -1.319
H 0.857 4.075 0.301
H 3.068 8.792 0.648
H 4.109 9.084 -0.694
H 4.562 7.909 0.608
H 2.651 5.256 1.061
C 4.032 -0.290 6.913
C 3.950 -1.622 6.198
C 2.587 -1.681 5.511
C 2.649 -0.972 4.141
C 3.666 -1.603 3.235
C 5.129 -1.542 3.777
N 5.036 -1.958 5.186
O 6.316 -2.044 5.814
C 5.962 -2.495 2.870
C 5.663 -0.096 3.636
C 3.980 -2.826 7.175
H 3.370 0.467 6.491
H 5.047 0.107 6.909
H 3.726 -0.425 7.951
H 2.209 -2.698 5.408
H 1.841 -1.203 6.145
H 2.943 0.057 4.346
H 1.611 -0.995 3.806
H 3.624 -1.102 2.268
H 3.390 -2.633 3.007
H 5.716 -2.466 1.808
H 7.037 -2.513 3.049
H 5.734 -3.508 3.202
H 6.093 0.111 2.656
H 5.029 0.764 3.848
H 6.464 -0.018 4.372
H 3.775 -3.798 6.725
H 3.244 -2.759 7.977
H 4.963 -2.922 7.636
H 6.552 -2.974 5.773
C -2.867 3.052 -1.506
C -3.760 2.030 -2.296
C -3.297 1.953 -3.809
C -3.952 0.823 -4.613
C -3.777 -0.478 -3.888
C -4.276 -0.563 -2.446
N -3.647 0.656 -1.753
O -3.728 0.613 -0.373
C -5.872 -0.586 -2.426
C -3.695 -1.844 -1.734
C -5.266 2.549 -2.264
H -3.258 3.110 -0.490
H -2.786 4.029 -1.983
H -1.851 2.658 -1.498
H -3.575 2.842 -4.375
H -2.221 1.779 -3.787
H -3.349 0.684 -5.509
H -5.000 0.885 -4.908
H -2.705 -0.673 -3.870
H -4.252 -1.255 -4.487
H -6.430 -0.068 -3.206
H -6.094 -1.647 -2.534
H -6.260 -0.214 -1.478
H -4.144 -2.762 -2.113
H -2.627 -2.013 -1.874
H -3.874 -1.932 -0.663
H -5.722 2.428 -1.281
H -5.922 2.012 -2.950
H -5.327 3.593 -2.569
H -4.666 0.630 -0.169
C -1.616 -7.868 -4.759
C -1.660 -6.591 -5.582
C -2.997 -5.870 -5.251
C -2.915 -4.945 -4.047
C -1.686 -4.105 -4.002
C -0.355 -4.844 -4.216
N -0.507 -5.753 -5.414
O 0.699 -6.354 -5.844
C 0.676 -3.680 -4.387
C 0.081 -5.602 -2.885
C -1.832 -6.911 -7.076
H -1.172 -7.787 -3.767
H -0.870 -8.459 -5.290
H -2.527 -8.460 -4.844
H -3.284 -5.239 -6.093
H -3.839 -6.499 -4.962
H -3.023 -5.554 -3.149
H -3.748 -4.247 -3.954
H -1.774 -3.509 -3.093
H -1.746 -3.416 -4.844
H 0.410 -3.120 -5.283
H 0.709 -2.995 -3.539
H 1.675 -4.086 -4.548
H -0.661 -6.314 -2.523
H 0.951 -6.229 -3.076
H 0.398 -4.944 -2.076
H -1.884 -6.034 -7.722
H -2.710 -7.533 -7.249
H -0.986 -7.430 -7.526
H 0.762 -5.994 -6.732
*
```

Output
Gap between HOMO and LUMO (alpha / beta): 1.490 / 7.927 eV
LUMO (alpha / beta): 2.0192 / 1.9847 eV
E_HOMO (alpha / beta): 0.529 / -5.942 eV



No. 2
C2H3IN4 | ωB97M-V/def2-TZVPD

Structure (ORCA input):
```
! wB97M-V def2-TZVPD RIJCOSX def2/J DEFGRID3
* xyz 0 1
C 0.579 -1.147 -1.764
C -0.927 0.826 0.297
N 0.240 -0.340 -2.495
N 1.981 -0.209 1.948
N 1.066 -0.084 1.306
N 0.240 0.034 0.469
I -2.412 0.394 1.688
H 0.892 -1.880 -1.118
H -1.134 0.497 -0.687
H -0.525 1.910 0.356
*
```

Output
Gap between HOMO and LUMO: 9.930 eV
LUMO: 0.1725 eV
E_HOMO: -9.757 eV
ΔE to the lowest compared entry with this formula, charge and spin: 35.9 kcal per mole



No. 3
C2H5N2O2 | ωB97M-V/def2-TZVPD

Structure (ORCA input):
```
! wB97M-V def2-TZVPD RIJCOSX def2/J DEFGRID3
* xyz -1 1
N 0.866 -0.619 0.063
C 1.391 -0.673 -1.187
N 2.002 -1.682 -1.703
H 0.380 -1.482 0.281
H 0.324 0.237 0.304
H 1.499 0.323 -1.640
H 2.619 -1.343 -2.434
O -0.707 1.627 0.417
C -1.742 1.169 0.955
O -1.876 0.071 1.535
H -2.669 1.795 0.986
*
```

Output
Gap between HOMO and LUMO: 8.849 eV
LUMO: 4.2325 eV
E_HOMO: -4.617 eV
ΔE to the lowest compared entry with this formula, charge and spin: 6.6 kcal per mole



No. 4
C29H41N7O5PPtSTe | ωB97M-V/def2-TZVPD

Structure (ORCA input):
```
! wB97M-V def2-TZVPD RIJCOSX def2/J DEFGRID3
* xyz -1 1
Pt -1.048 -1.807 -1.034
O -5.134 -1.337 -0.482
C -4.099 -1.326 -1.127
O -2.932 -1.315 -0.554
C -4.197 -1.189 -2.645
C -3.602 0.145 -3.133
C -4.146 0.473 -4.534
C -3.330 -0.515 -5.410
C -2.505 -1.242 -4.336
O -2.242 -0.184 -3.408
C -3.437 -2.193 -3.561
C -2.743 -3.387 -2.900
O -3.274 -4.479 -3.000
O -1.569 -3.219 -2.365
H -5.264 -1.227 -2.855
H -3.648 0.956 -2.408
H -5.224 0.327 -4.605
H -3.922 1.508 -4.793
H -3.955 -1.199 -5.983
H -2.676 0.015 -6.102
H -1.567 -1.683 -4.663
H -4.152 -2.654 -4.241
N 4.185 -4.127 -3.684
C 3.658 -3.519 -2.850
N 3.181 -2.803 -1.845
C 1.919 -2.579 -1.699
N 0.822 -2.306 -1.447
Te -1.708 -1.588 1.985
C -1.157 -0.946 3.924
C -2.118 -0.469 4.778
C -1.673 -0.319 6.119
C -0.369 -0.684 6.270
S 0.301 -1.227 4.795
H -3.114 -0.218 4.438
H -2.287 0.055 6.925
H 0.227 -0.647 7.168
N -0.579 -0.559 0.596
P 0.731 0.334 0.661
N 2.168 -0.419 0.970
C 3.496 -0.072 0.439
C 4.568 -0.409 1.466
C 4.618 -1.919 1.718
C 3.205 -2.526 1.740
C 2.159 -1.459 2.010
N 0.534 1.455 1.882
C 1.662 2.351 2.133
C 1.788 2.685 3.612
C 0.493 3.319 4.102
C -0.673 2.385 3.814
C -0.736 2.012 2.336
N 1.036 1.219 -0.700
C 1.718 0.771 -1.919
C 0.792 0.672 -3.123
C 0.004 1.957 -3.340
C -0.722 2.320 -2.050
C 0.280 2.456 -0.914
H 3.525 0.992 0.197
H 3.717 -0.628 -0.474
H 4.365 0.135 2.394
H 5.531 -0.054 1.095
H 5.139 -2.113 2.658
H 5.196 -2.396 0.924
H 3.123 -3.304 2.502
H 2.987 -2.995 0.784
H 2.339 -1.004 2.992
H 1.168 -1.913 2.041
H 1.513 3.289 1.573
H 2.574 1.896 1.757
H 2.637 3.357 3.763
H 1.986 1.764 4.169
H 0.345 4.274 3.583
H 0.546 3.540 5.171
H -1.622 2.839 4.108
H -0.549 1.479 4.405
H -0.966 2.927 1.764
H -1.536 1.302 2.134
H 2.183 -0.191 -1.746
H 2.517 1.497 -2.126
H 0.090 -0.147 -2.962
H 1.397 0.425 -3.999
H -0.710 1.822 -4.153
H 0.681 2.775 -3.621
H -1.429 1.526 -1.798
H -1.279 3.256 -2.155
H -0.218 2.741 0.007
H 1.004 3.248 -1.157
*
```

Output
Gap between HOMO and LUMO: 7.035 eV
LUMO: 2.0094 eV
E_HOMO: -5.026 eV
ΔE to the lowest compared entry with this formula, charge and spin: 0.0 kcal per mole



No. 5
C23H26BrIrN3O4PSTe | ωB97M-V/def2-TZVPD

Structure (ORCA input):
```
! wB97M-V def2-TZVPD RIJCOSX def2/J DEFGRID3
* xyz 0 1
Ir -0.151 -1.003 -0.110
O -1.605 -2.157 0.721
N -1.473 -2.312 2.055
C -2.560 -2.799 2.694
C -2.526 -3.070 4.029
C -1.337 -2.829 4.730
C -0.255 -2.321 4.066
C -0.313 -2.041 2.688
S 1.005 -1.362 1.823
H -3.417 -2.938 2.053
H -3.411 -3.452 4.516
H -1.278 -3.031 5.791
H 0.674 -2.105 4.575
Br -1.699 -0.742 -2.152
C -2.709 0.655 -1.326
C -3.783 1.128 -2.011
C -4.509 2.206 -1.466
C -4.100 2.766 -0.293
C -2.968 2.278 0.406
C -2.523 2.921 1.583
C -1.404 2.470 2.213
C -0.703 1.345 1.728
C -1.098 0.645 0.609
C -2.247 1.156 -0.087
H -4.064 0.701 -2.964
H -5.367 2.594 -1.997
H -4.628 3.617 0.121
H -3.069 3.782 1.949
H -1.042 2.976 3.101
H 0.184 1.041 2.263
C 2.298 3.719 1.957
C 2.669 3.324 0.548
O 2.192 1.989 0.318
P 1.764 1.516 -1.143
O 1.350 0.061 -0.979
Te 0.253 2.938 -2.236
O 3.205 1.476 -1.851
C 3.319 1.296 -3.272
C 3.955 2.521 -3.885
H 2.576 4.759 2.138
H 2.807 3.090 2.688
H 1.222 3.619 2.096
H 3.750 3.323 0.397
H 2.213 4.001 -0.179
H 2.331 1.117 -3.701
H 3.931 0.405 -3.426
H 3.267 3.365 -3.835
H 4.209 2.331 -4.930
H 4.869 2.778 -3.348
C -0.990 -4.424 -1.403
C 0.413 -3.930 -1.430
N 0.867 -2.772 -1.001
C 2.221 -2.739 -1.263
C 2.590 -3.900 -1.855
N 1.435 -4.645 -1.954
H -1.586 -3.786 -0.757
H -1.031 -5.446 -1.022
H -1.423 -4.417 -2.405
H 2.807 -1.873 -1.009
H 3.540 -4.257 -2.207
H 1.351 -5.561 -2.359
*
```

Output
Gap between HOMO and LUMO: 6.701 eV
LUMO: 0.1709 eV
E_HOMO: -6.530 eV
ΔE to the lowest compared entry with this formula, charge and spin: 0.0 kcal per mole



no.,molar mass (g mol⁻¹),F_max (eV Å⁻¹)
1,929.51,3.0
2,209.98,3.5
3,89.07,2.1
4,953.41,0.4
5,871.24,0.5